(1)
DFT (ωB97M-V with the def2-TZVPD basis set) results for a structure of composition C49H48BrClGeN4O8PS2Tl.

Element x y z (Å)
C (3.31, -4.68, -2.62)
O (1.99, -5.03, -0.52)
H (-1.19, -1.01, 0.63)
C (2.97, 0.32, -5.19)
C (-1.85, -2.47, 2.04)
N (3.05, 0.40, -1.55)
H (2.32, -0.85, 0.63)
C (-4.53, -0.64, -0.25)
C (0.57, 1.46, -4.66)
H (2.88, -3.71, -2.87)
Ge (-3.87, 2.15, -0.56)
H (-2.36, -3.07, 1.30)
H (2.48, 0.52, -7.27)
N (1.34, 1.12, -3.64)
O (4.96, 0.53, 4.44)
H (4.39, -0.18, -3.01)
O (-1.24, 3.38, -2.05)
H (-1.03, -4.76, 2.18)
C (-4.45, 1.80, 3.58)
H (-0.21, -6.99, 1.44)
H (-4.85, 5.00, -1.42)
C (-5.17, 4.90, -3.54)
C (-4.48, -2.01, -0.49)
C (3.32, -4.90, -1.12)
H (-5.13, 3.25, 5.01)
H (1.45, -6.40, 1.51)
C (3.82, 0.29, -0.40)
C (-1.18, -2.10, 4.33)
C (3.89, -0.26, 1.95)
C (0.94, 1.27, -5.98)
C (-4.92, 3.77, 1.67)
H (3.96, 5.12, 1.07)
O (6.98, 0.77, 3.57)
H (-5.28, -0.24, 0.42)
C (-3.63, 0.22, -0.88)
H (5.46, 1.45, -1.13)
S (0.79, -2.32, -1.18)
H (3.11, 3.25, -0.33)
C (-4.30, 2.28, -3.38)
H (-5.08, 4.54, 0.93)
C (3.41, 0.23, -2.75)
H (0.48, -6.52, 3.00)
C (-0.53, -0.52, 2.61)
Cl (-1.37, 3.85, -0.71)
H (-3.50, -3.59, -1.57)
C (3.26, -0.33, 0.73)
C (0.46, -6.28, 1.93)
C (5.67, 1.02, 0.96)
C (-0.54, -0.93, 3.95)
O (-0.12, 4.18, -0.16)
H (-0.38, 1.93, -4.40)
C (-0.04, -4.86, 1.73)
N (1.88, 2.50, 1.13)
O (-2.32, 4.89, -0.60)
H (1.44, 3.70, 4.23)
H (-5.37, 4.55, -5.64)
C (2.76, 4.55, 2.77)
S (-0.27, -5.01, -2.52)
C (-2.71, -0.31, -1.78)
C (3.24, 4.42, 1.48)
H (-2.03, 0.35, -2.32)
C (0.47, 1.59, 2.84)
C (-4.65, 2.81, -4.61)
C (5.66, 0.58, 3.46)
H (-5.52, 5.92, -3.60)
C (-4.43, 2.52, 1.28)
C (-5.09, 4.13, -4.69)
H (-5.54, 4.99, 3.31)
H (0.52, -2.81, 2.05)
H (-3.78, 0.58, 1.96)
C (-2.67, -1.67, -2.03)
C (-5.16, 4.02, 3.01)
C (2.77, 3.38, 0.69)
C (-1.19, -1.31, 1.67)
C (4.10, -3.81, -0.40)
C (2.16, 0.68, -6.25)
H (4.09, -3.98, 0.68)
H (-4.60, 2.20, -5.49)
O (-0.31, -4.63, 0.32)
C (1.41, 2.62, 2.38)
C (5.04, 0.94, -0.27)
H (4.34, -4.71, -2.99)
H (3.65, -2.84, -0.60)
H (-1.17, -2.42, 5.36)
H (0.91, -3.90, 3.39)
N (0.22, 0.56, 2.15)
H (-4.28, 1.02, 4.32)
C (0.88, -3.81, 2.31)
C (-4.19, 1.54, 2.25)
H (0.01, -0.36, 4.69)
P (0.63, -4.29, -0.89)
H (3.11, 5.35, 3.41)
H (-5.18, -2.66, 0.01)
O (-1.91, 2.68, 0.09)
H (6.59, 1.59, 1.04)
H (-1.96, -2.07, -2.74)
H (2.74, -5.46, -3.13)
H (0.02, 1.77, 3.83)
H (5.13, -3.81, -0.74)
H (1.90, -3.93, 1.92)
H (3.94, -0.14, -5.36)
H (3.77, -5.87, -0.90)
C (-3.55, -2.52, -1.37)
H (-3.97, 1.24, -3.32)
C (-4.81, 4.37, -2.31)
C (2.53, 0.56, -3.89)
Br (-2.62, -4.51, 3.87)
H (0.28, 1.58, -6.78)
C (-4.37, 3.06, -2.23)
C (1.83, 3.63, 3.23)
C (5.10, 0.43, 2.08)
C (-4.94, 3.04, 3.96)
Tl (0.40, 1.00, -0.64)
C (-1.82, -2.87, 3.37)
H (3.46, -0.71, 2.83)
H (7.42, 0.73, 2.72)

Results
E_tot (eV): -248656.2353
Gap between HOMO and LUMO (spin up / spin down) (eV): 8.001 / 5.879
⟨S²⟩: 0.76
Total charge: +1
HOMO energy (spin up / spin down) (eV): -10.795 / -10.790
2S+1: 2
Lowest unoccupied orbital energy (spin up / spin down) (eV): -2.794 / -4.911



(2)
DFT (ωB97M-V with the def2-TZVPD basis set) results for a structure of composition C49H48ClHfN3O2P2.

Element x y z (Å)
C (2.80, 5.85, -0.82)
H (3.51, -3.06, 2.24)
H (-0.37, -3.51, -0.23)
C (2.97, -2.73, -0.44)
H (-2.79, 2.80, -1.76)
H (-0.60, -4.24, 1.36)
H (0.91, -3.40, 0.99)
H (1.08, 2.48, -6.69)
H (3.54, -0.48, -1.75)
C (-1.64, -1.73, -3.16)
C (-2.47, -1.56, -2.04)
H (-3.46, 0.49, 0.82)
H (-2.74, -1.46, 1.71)
C (4.03, -5.02, -1.62)
N (-1.96, 1.56, -0.24)
C (2.75, -4.60, -1.94)
H (0.19, 3.93, -2.78)
C (-2.09, 3.76, 0.91)
Cl (-1.98, -3.29, -6.83)
H (-3.53, -1.84, -2.13)
H (-0.95, 4.63, 3.95)
H (-3.24, -2.54, -4.38)
H (-0.05, 4.10, -5.20)
C (3.28, 1.43, -0.74)
C (-1.67, 2.44, 0.90)
C (3.40, -2.08, 2.69)
P (2.39, -1.13, 0.22)
C (3.09, 0.40, 3.89)
O (0.22, -0.84, -2.00)
C (-3.38, 1.13, -0.06)
P (1.55, 1.98, -1.03)
H (-2.63, -2.82, 0.57)
H (2.64, 0.44, -3.29)
H (0.46, -3.07, 5.66)
C (-0.11, -1.03, 5.29)
H (-3.72, 0.60, -0.94)
H (2.97, 1.37, 4.36)
H (-1.05, 2.99, -1.49)
H (0.73, 3.46, 1.39)
C (2.51, 4.57, -1.27)
C (1.30, 4.12, 0.76)
C (-0.43, -0.07, 4.34)
H (-2.19, 5.58, 2.03)
C (-1.86, 2.27, -1.54)
C (1.60, 5.40, 1.21)
H (-0.67, 0.91, 4.70)
C (3.75, -1.91, 4.02)
H (0.65, -2.56, -6.13)
C (4.79, -4.29, -0.73)
H (3.40, 6.51, -1.43)
C (-0.31, -1.74, 2.65)
H (1.62, -1.55, -4.11)
C (-0.47, -0.39, 2.98)
C (-2.23, -2.39, 1.47)
C (0.52, 3.29, -4.78)
H (2.88, 4.26, -2.24)
C (-1.36, -2.58, -5.39)
C (0.18, -2.33, 4.92)
N (-0.69, 0.48, 1.88)
H (-3.99, 2.02, 0.09)
H (3.90, 1.92, -1.50)
C (0.04, -2.69, 3.59)
C (1.93, 1.37, -5.07)
H (4.54, -0.27, -0.33)
C (-1.86, 4.55, 2.02)
H (2.45, 0.67, -5.71)
H (4.14, -2.74, 4.58)
C (2.23, -3.46, -1.36)
Hf (-0.35, -0.21, -0.07)
N (-0.75, -2.13, 1.30)
C (1.74, 3.71, -0.49)
C (2.03, 1.24, -3.69)
C (-2.19, -2.31, -4.33)
H (-0.08, -0.74, 6.33)
C (-1.04, 1.85, 2.00)
C (1.40, 2.14, -2.84)
H (1.23, -3.13, -1.63)
C (3.55, -0.07, -0.74)
C (-0.16, -3.40, 0.83)
C (-0.75, 2.70, 3.08)
H (4.43, -5.92, -2.07)
H (1.24, 5.72, 2.18)
C (-1.17, 4.01, 3.09)
H (2.57, 7.26, 0.78)
H (3.56, 1.87, 0.22)
H (-0.13, 2.36, 3.90)
C (0.56, -1.74, -4.17)
C (2.34, 6.26, 0.43)
H (-2.34, -3.08, 2.30)
H (-1.67, 1.56, -2.34)
H (4.89, -2.58, 0.54)
O (-2.11, -1.13, -0.91)
C (4.27, -3.14, -0.15)
H (0.17, -3.73, 3.30)
C (2.74, 0.23, 2.57)
C (3.61, -0.66, 4.62)
C (-0.26, -1.40, -3.08)
C (0.01, -2.31, -5.29)
C (0.65, 3.17, -3.41)
C (2.91, -1.01, 1.94)
H (2.15, -5.16, -2.65)
H (5.80, -4.60, -0.49)
C (1.16, 2.38, -5.62)
H (3.89, -0.53, 5.65)
H (-2.59, 4.17, 0.05)
H (2.31, 1.07, 2.03)

Results
E_tot (eV): -92555.9699
Gap between HOMO and LUMO (eV): 6.590
Total charge: +2
HOMO energy (eV): -12.604
Energy above the lowest of the compared OMol25 structures with the same formula, charge and spin (kcal per mole): 1.6
Lowest unoccupied orbital energy (eV): -6.014



Summary of strongest force on any atom in eV/A
1.16 0.86
(order as listed above)